No. 1
Here is a 2-piece molecular cluster, C6H11N3O3P overall from the Open Molecules 2025 dataset. Energies are from wB97M-V/def2-TZVPD.

- HOMO (eV) = -1.2
- lowest unoccupied orbital energy (eV) = 1.43
- total charge = -1
- HOMO-LUMO gap (eV) = 2.7

Atoms and positions in Å:
N (1.171, -0.542, 1.456)
P (0.291, 0.387, 0.532)
C (-1.423, 0.124, 0.597)
C (-1.937, -1.102, 0.308)
N (-3.227, -1.365, 0.365)
N (-4.250, -0.462, 0.720)
C (-3.733, 0.756, 0.970)
C (-2.433, 1.114, 0.928)
O (-2.018, 2.407, 1.229)
H (1.718, -0.022, 2.122)
H (0.397, 1.749, 0.786)
H (0.657, 0.191, -0.822)
H (-1.297, -1.914, 0.022)
H (-3.544, -2.283, 0.146)
H (-4.456, 1.503, 1.237)
H (-2.339, 2.992, 0.546)
O (3.272, -2.159, -1.867)
C (2.679, -1.130, -1.487)
C (3.914, 0.227, -1.303)
O (3.299, 1.249, -0.927)
H (2.302, -1.063, -0.440)
H (1.980, -0.624, -2.194)
H (4.355, 0.225, -2.321)
H (4.621, -0.259, -0.602)

No. 2
Here is one molecule with the formula C6H11N3O3S2 from the Open Molecules 2025 dataset. Energies are from wB97M-V/def2-TZVPD.

- HOMO (eV) = -9.5
- lowest unoccupied orbital energy (eV) = 0.47
- HOMO-LUMO gap (eV) = 10.0

Atoms and positions in Å:
C (0.828, -4.269, 3.115)
C (1.549, -2.983, 2.747)
O (1.799, -3.000, 1.352)
C (2.405, -1.830, 0.863)
C (1.440, -0.690, 0.804)
N (1.191, 0.098, 1.783)
N (0.248, 1.001, 1.549)
C (-0.251, 0.915, 0.361)
N (-1.263, 1.687, -0.116)
S (-1.501, 1.913, -1.781)
C (-2.587, 0.533, -2.169)
O (-2.218, 3.140, -1.893)
O (-0.255, 1.758, -2.458)
S (0.445, -0.359, -0.615)
H (0.638, -4.293, 4.184)
H (1.437, -5.126, 2.840)
H (-0.116, -4.331, 2.582)
H (0.941, -2.108, 3.013)
H (2.505, -2.908, 3.287)
H (2.755, -2.071, -0.143)
H (3.256, -1.539, 1.496)
H (-1.542, 2.452, 0.479)
H (-2.067, -0.388, -1.943)
H (-2.818, 0.588, -3.226)
H (-3.483, 0.645, -1.574)

No. 3
Here is a 2-piece molecular cluster, C6H11N3O5S overall from the Open Molecules 2025 dataset. Energies are from wB97M-V/def2-TZVPD.

- HOMO (eV) = -9.2
- lowest unoccupied orbital energy (eV) = -0.52
- HOMO-LUMO gap (eV) = 8.7

Atoms and positions in Å:
C (1.528, -0.295, -0.440)
C (1.048, 0.894, 0.018)
C (1.242, -1.629, 0.249)
C (-0.596, -0.336, 1.323)
C (1.670, 2.193, -0.322)
C (-0.156, -2.606, 2.001)
N (0.082, -1.458, 1.090)
N (2.498, -0.439, -1.379)
N (-0.011, 0.890, 0.919)
O (-1.223, 0.438, -2.026)
O (2.608, 0.447, -2.234)
O (3.179, -1.446, -1.261)
O (-1.748, -0.297, 1.729)
O (-1.057, 2.724, -1.137)
S (-2.128, 1.879, -1.619)
H (1.088, -2.591, -0.471)
H (2.251, -1.780, 0.734)
H (-2.565, 1.298, -0.411)
H (1.085, 3.088, -0.707)
H (2.489, 2.119, -1.095)
H (2.010, 2.532, 0.604)
H (-0.777, -3.419, 1.351)
H (0.890, -2.923, 2.212)
H (-0.750, -2.369, 2.916)
H (-0.283, 0.802, -1.816)
H (-0.458, 1.734, 1.189)

No. 4
Here is an isolated ion of composition C6H11N4 and charge +1 from the Open Molecules 2025 dataset. Energies are from wB97M-V/def2-TZVPD.

- HOMO (eV) = -13.6
- relative energy (zero: lowest compared OMol25 entry of this formula, charge and spin) (eV) = 1.8513
- lowest unoccupied orbital energy (eV) = -3.54
- total charge = +1
- HOMO-LUMO gap (eV) = 10.1

Atoms and positions in Å:
H (-2.024, 3.002, -0.172)
N (-1.081, 2.624, -0.209)
C (-0.959, 1.396, 0.006)
C (-2.026, 0.377, 0.326)
C (-1.744, -0.965, -0.345)
C (-0.377, -1.505, 0.067)
N (0.603, -0.508, -0.301)
N (1.994, -0.786, -0.114)
C (2.596, 0.676, 0.069)
N (1.480, 1.500, 0.152)
C (0.410, 0.849, -0.031)
H (-2.059, 0.252, 1.413)
H (-2.999, 0.758, 0.011)
H (-2.509, -1.689, -0.066)
H (-1.769, -0.845, -1.429)
H (-0.352, -1.705, 1.148)
H (-0.163, -2.431, -0.473)
H (2.393, -1.258, -0.936)
H (2.169, -1.378, 0.716)
H (3.208, 0.914, -0.805)
H (3.209, 0.722, 0.972)

No. 5
Here is a 2-piece molecular cluster, C6H11N4O overall from the Open Molecules 2025 dataset. Energies are from wB97M-V/def2-TZVPD.

- HOMO (spin up / spin down) (eV) = -7.7 / -13.0
- spin multiplicity = 3
- relative energy (zero: lowest compared OMol25 entry of this formula, charge and spin) (eV) = 2.4816
- lowest unoccupied orbital energy (spin up / spin down) (eV) = -3.37 / -7.59
- total charge = +1
- HOMO-LUMO gap (spin up / spin down) (eV) = 4.4 / 5.4
- expectation value of S² = 2.01

Atoms and positions in Å:
C (-0.754, 2.992, 1.889)
C (-2.003, 2.736, 1.386)
C (0.006, 1.847, 1.578)
C (0.508, -1.203, 0.505)
C (2.460, -1.338, -1.126)
C (1.353, -0.567, -0.456)
N (-1.961, 1.527, 0.800)
N (-0.732, 0.966, 0.899)
N (1.347, 1.647, 1.825)
N (-0.052, -0.900, -0.894)
O (0.140, -1.835, 1.403)
H (-0.419, 3.862, 2.410)
H (-2.899, 3.322, 1.399)
H (2.461, -1.128, -2.195)
H (3.414, -1.012, -0.726)
H (2.365, -2.410, -0.975)
H (1.523, 0.499, -0.345)
H (1.726, 2.340, 2.457)
H (1.595, 0.711, 2.113)
H (-2.735, 1.009, 0.417)
H (-0.210, -1.629, -1.588)
H (-0.711, -0.119, -0.893)

No. 6
Here is a 2-piece molecular cluster, C6H11N5 overall from the Open Molecules 2025 dataset. Energies are from wB97M-V/def2-TZVPD.

- HOMO (eV) = -14.9
- relative energy (zero: lowest compared OMol25 entry of this formula, charge and spin) (eV) = 2.7401
- lowest unoccupied orbital energy (eV) = -6.65
- total charge = +2
- HOMO-LUMO gap (eV) = 8.2

Atoms and positions in Å:
C (-3.410, -2.950, 0.756)
C (-4.209, -4.091, 0.932)
C (-6.249, -1.543, 2.095)
C (-5.240, -2.238, 1.543)
C (9.295, 5.015, -1.560)
C (-6.572, -4.378, 1.752)
N (-4.041, -1.890, 1.175)
N (-7.229, -0.900, 2.205)
N (9.700, 6.160, -3.716)
N (10.032, 5.675, -2.436)
N (-5.369, -3.657, 1.354)
H (-2.433, -3.029, 0.177)
H (-4.121, -5.165, 0.580)
H (8.456, 4.363, -1.784)
H (9.783, 4.831, -0.673)
H (-7.167, -3.856, 2.561)
H (-7.303, -4.446, 0.859)
H (-6.247, -5.376, 2.135)
H (-7.968, -0.496, 2.659)
H (10.498, 6.120, -4.272)
H (8.897, 5.821, -4.098)
H (10.897, 6.029, -2.244)